# C3H13NO3

C3H13NO3 as an isolated structure at a distorted geometry (ωB97M-V with the def2-TZVPD basis set, the Open Molecules 2025 dataset).

Last column: natural (NBO) charge in e.
Positions of all 20 atoms, in Å:
O: 0.461 2.665 -0.171  -0.96
C: 0.335 -1.150 1.493  -0.41
H: -0.635 -1.620 1.213  0.19
H: -1.835 0.117 -0.614  0.51
H: 1.666 -1.721 -0.987  0.18
N: 0.726 -0.335 0.479  -0.64
C: 0.965 -0.807 -0.852  -0.25
H: -0.232 -1.119 -2.681  0.20
H: 1.037 -1.896 1.866  0.17
H: -0.883 -2.040 -1.270  0.16
C: -0.338 -0.981 -1.573  -0.08
H: 0.923 1.950 -0.667  0.48
H: -0.433 2.444 0.128  0.48
O: -1.522 1.241 1.085  -1.04
H: -1.785 2.195 1.295  0.47
O: -1.253 0.155 -1.451  -0.75
H: 0.009 -0.456 2.203  0.21
H: 1.554 0.159 0.894  0.37
H: 1.558 -0.021 -1.316  0.19
H: -0.318 1.220 0.925  0.52

Atomic forces in eV per Å
1.4 0.4 -0.2
-2.9 -2.9 1.0
0.6 -0.3 0.2
1.8 0.1 -1.6
-1.3 0.9 0.5
3.5 3.1 -0.8
1.5 -0.5 -0.6
0.4 0.2 1.0
0.1 -0.1 0.0
1.2 2.6 -0.3
-3.1 -2.0 -0.8
-1.4 0.7 0.6
0.3 -0.3 -1.2
3.6 1.9 0.2
0.5 -2.0 -0.1
-0.2 -1.3 1.3
-0.3 0.4 2.1
-0.7 -0.4 -1.3
-0.1 0.2 -0.4
-4.8 -0.7 0.6

- Relative energy (zero: lowest compared OMol25 entry of this formula, charge and spin): 3.084 eV
- LUMO: 0.0246 hartree
- Largest force on an atom: 4.93 eV/A
- HOMO-LUMO gap: 10.28 eV
- DFT total energy: -10951.6872 eV
- HOMO level: -9.6 eV